No. 1
Molecular formula: C21H40Br16N3
Method: DFT, ωB97M-V/def2-TZVPD

Output
E_tot	-1147571.691	eV
highest occupied orbital energy	-11.395	eV

The geometry in ORCA input format:
```
! RIJCOSX wB97M-V def2-TZVPD def2/J DEFGRID3
* xyz 1 1
C 6.2264 -1.0104 -2.4508
C 4.9205 -0.4785 -2.9051
C 4.6189 -0.2030 -4.2492
C 3.3478 0.2372 -4.5738
C 2.3926 0.3691 -3.5446
N 1.0967 0.7839 -3.8254
N 2.7050 0.1491 -2.2780
N 3.9464 -0.2567 -2.0194
H 7.0315 -0.5057 -2.9683
H 6.3424 -0.9271 -1.3834
H 6.2808 -2.0670 -2.7086
H 5.3781 -0.3468 -4.9986
H 3.0661 0.4642 -5.5891
H 0.4795 0.3428 -3.1391
H 0.8321 0.3935 -4.7239
H 4.1136 -0.4458 -1.0312
Br 0.0906 -1.4342 -1.1485
C -0.1839 -2.7749 -2.5348
C 0.9046 -3.8117 -2.5034
Br 2.5789 -3.0931 -3.2141
H -0.2079 -2.2459 -3.4823
H -1.1541 -3.2278 -2.3471
H 0.6542 -4.6557 -3.1401
H 1.1144 -4.1593 -1.4977
Br 6.0052 0.4559 0.8631
C 4.5786 1.1483 1.9974
C 3.6687 0.0520 2.4709
Br 2.5348 -0.6092 1.0348
H 4.0489 1.8877 1.4059
H 5.0713 1.6367 2.8339
H 2.9967 0.4424 3.2319
H 4.2069 -0.8068 2.8571
Br 0.3120 2.3049 3.3008
C -0.7584 0.9534 2.3963
C -2.1387 1.4436 2.0652
Br -3.2513 1.5733 3.6519
H -0.7810 0.0954 3.0599
H -0.2169 0.7000 1.4892
H -2.6308 0.7320 1.4046
H -2.1346 2.4297 1.6075
Br -4.0371 3.7482 -0.5431
C -4.4705 2.4846 -1.9522
C -3.6279 1.2412 -1.8456
Br -1.7970 1.5612 -2.4294
H -4.3280 2.9974 -2.8972
H -5.5219 2.2372 -1.8269
H -4.0119 0.4548 -2.4915
H -3.5660 0.8778 -0.8251
Br -3.8788 5.0952 2.9141
C -4.3378 6.9285 2.4464
C -5.7687 7.2476 2.7860
Br -7.0058 6.4147 1.5410
H -4.1413 7.0375 1.3847
H -3.6603 7.5622 3.0141
H -5.9447 8.3180 2.7144
H -6.0399 6.8977 3.7760
Br -1.8847 -6.2029 -1.3259
C -2.9031 -5.7344 0.2652
C -2.6983 -4.3015 0.6647
Br -0.9491 -4.0028 1.4691
H -2.5755 -6.4268 1.0344
H -3.9450 -5.9180 0.0140
H -3.4232 -4.0157 1.4231
H -2.7686 -3.6199 -0.1775
Br -1.6524 -8.0177 2.9558
C 0.2840 -8.1560 3.0557
C 0.9147 -8.0844 1.6904
Br 0.6581 -9.7180 0.6733
H 0.4979 -9.0882 3.5666
H 0.6100 -7.3175 3.6664
H 1.9901 -7.9511 1.7812
H 0.4947 -7.2801 1.0937
Br -0.2473 4.3891 -0.1926
C 0.0214 5.4544 1.4105
C 0.1656 6.9186 1.0979
Br 1.9004 7.3333 0.3236
H 0.8991 5.0545 1.9067
H -0.8580 5.2797 2.0284
H 0.0991 7.5077 2.0094
H -0.5793 7.2583 0.3862
*
```

=====

No. 2
Molecular formula: C21H40Br2Cl16NO2
Method: DFT, ωB97M-V/def2-TZVPD

Output
E_tot	-368455.906	eV
highest occupied orbital energy	-3.861	eV

The geometry in ORCA input format:
```
! RIJCOSX wB97M-V def2-TZVPD def2/J DEFGRID3
* xyz -1 1
C 2.0937 3.0149 -1.8791
C 0.6579 3.2564 -2.6131
Br 0.8880 2.4506 -4.4529
C -0.5368 2.4345 -1.9318
Br -0.2404 1.9792 -0.0060
C -2.0062 3.0864 -2.0637
N -2.0506 4.5635 -2.2623
C -2.9422 2.3696 -3.1780
O -2.5066 2.0957 -4.3432
O -4.2523 2.0640 -2.7870
H 2.1017 3.4463 -0.8150
H 2.4516 1.9358 -1.9484
H 2.8437 3.6727 -2.4814
H 0.5218 4.3861 -2.6408
H -0.5832 1.4200 -2.4849
H -2.5389 2.8862 -1.0566
H -1.4903 5.0811 -1.5721
H -1.7169 4.7984 -3.2261
Cl -0.7040 0.8057 2.9164
C -1.0795 -0.9282 2.7659
C 0.0989 -1.8053 3.1363
Cl 1.4242 -1.6885 1.9519
H -1.4127 -1.1139 1.7429
H -1.9166 -1.1290 3.4380
H -0.2115 -2.8509 3.1602
H 0.4991 -1.5466 4.1185
Cl 0.7692 -4.4114 -0.7997
C 1.3983 -5.3584 0.5711
C 0.3161 -6.1802 1.2432
Cl -0.8677 -5.1634 2.1062
H 1.8726 -4.6667 1.2705
H 2.1696 -6.0201 0.1711
H 0.7628 -6.8446 1.9864
H -0.2289 -6.7950 0.5180
Cl 4.9137 4.5093 -1.4623
C 6.0021 4.0757 -0.1214
C 5.9238 2.6026 0.2266
Cl 4.3606 2.1673 0.9614
H 5.7498 4.7057 0.7355
H 7.0156 4.3276 -0.4425
H 6.6970 2.3528 0.9565
H 6.0708 1.9737 -0.6537
Cl -3.9266 0.6468 2.2438
C -5.2166 -0.5132 1.8470
C -5.9973 -0.9426 3.0722
Cl -5.0196 -1.9492 4.1719
H -4.7601 -1.3671 1.3430
H -5.8815 -0.0158 1.1379
H -6.8570 -1.5451 2.7717
H -6.3649 -0.0835 3.6362
Cl 2.2222 5.6540 -5.5760
C 0.9373 6.5295 -6.4428
C -0.1375 7.0447 -5.5066
Cl -1.1125 5.7303 -4.7981
H 0.5232 5.8615 -7.2003
H 1.4164 7.3680 -6.9533
H -0.8294 7.6872 -6.0556
H 0.2909 7.6264 -4.6882
Cl -3.4844 -8.4280 5.0194
C -4.6859 -7.3549 4.2577
C -4.1461 -5.9564 4.0358
Cl -3.8968 -5.0807 5.5663
H -5.5779 -7.3456 4.8866
H -4.9499 -7.8063 3.2991
H -4.8592 -5.3722 3.4502
H -3.1969 -5.9733 3.4971
Cl -0.7639 -8.3418 -0.6060
C 0.1376 -8.7997 -2.0728
C 1.2520 -9.7821 -1.7749
Cl 2.5703 -9.0385 -0.8354
H 0.5192 -7.8867 -2.5339
H -0.5820 -9.2516 -2.7583
H 1.6910 -10.1386 -2.7089
H 0.8863 -10.6472 -1.2188
Cl 5.4687 5.6058 2.6648
C 4.1846 6.8145 2.9200
C 3.0346 6.6445 1.9465
Cl 3.4988 7.0565 0.2767
H 4.6336 7.8062 2.8414
H 3.8266 6.6832 3.9431
H 2.2160 7.3128 2.2211
H 2.6538 5.6212 1.9489
*
```

=====

No. 3
Molecular formula: C21H40Cl3IN2OOsSi3
Method: DFT, ωB97M-V/def2-TZVPD

Output
E_tot	-99227.487	eV
energy above the lowest of the compared OMol25 structures with the same formula, charge and spin	71.6	kJ/mol
highest occupied orbital energy (spin up / spin down)	-7.675 / -7.720	eV

The geometry in ORCA input format:
```
! RIJCOSX wB97M-V def2-TZVPD def2/J DEFGRID3
* xyz 0 1
Os 0.3457 0.8029 0.1322
N 1.0881 4.4822 -1.7982
C 0.1035 4.0301 -1.0151
O -0.0723 2.8274 -0.8173
C -0.7593 5.0852 -0.3696
I -2.7508 4.4420 -0.0618
H 1.7599 3.8293 -2.1724
H 1.2322 5.4658 -1.9404
H -0.7853 6.0031 -0.9492
H -0.3438 5.2826 0.6172
C 2.0243 -2.3802 1.9103
Si 1.4036 -2.3950 0.1352
C -0.3350 -3.1000 0.1072
C 2.4209 -3.6514 -0.8410
C 1.5336 -0.6727 -0.6590
Si 3.3231 -0.1270 -0.8960
C 3.3060 1.6483 -1.5545
C 4.3994 -0.3394 0.6201
C 4.1197 -1.1286 -2.2709
H 1.3298 -2.9175 2.5595
H 2.1203 -1.3718 2.3048
H 2.9987 -2.8666 1.9946
H -0.2923 -4.0607 0.6301
H -0.6761 -3.2967 -0.9122
H -1.0809 -2.4841 0.6036
H 2.0213 -4.6525 -0.6594
H 3.4720 -3.6591 -0.5460
H 2.3727 -3.4686 -1.9166
H 1.1726 -0.7322 -1.7022
H 2.4418 2.2036 -1.1842
H 3.2597 1.6179 -2.6474
H 4.1953 2.2069 -1.2588
H 3.9292 -0.0498 1.5571
H 5.3167 0.2449 0.5153
H 4.6817 -1.3925 0.7050
H 3.4990 -1.1536 -3.1697
H 4.3431 -2.1538 -1.9830
H 5.0637 -0.6424 -2.5370
C -2.2971 1.6284 2.8197
C -2.4955 0.1179 2.8888
C -1.2521 -0.6472 3.3307
C -3.1053 -0.4245 1.6132
C -4.3456 -1.0440 1.7286
C -5.0194 -1.5490 0.6338
C -4.4566 -1.4233 -0.6231
C -3.2157 -0.8313 -0.8090
C -2.7037 -0.7374 -2.2373
C -1.4924 -1.6317 -2.5079
C -2.4667 0.6990 -2.7011
C -2.5209 -0.3466 0.3277
N -1.2332 0.1238 0.0744
H -1.7690 1.9939 3.7010
H -3.2598 2.1405 2.7565
H -1.7240 1.9300 1.9445
H -3.2499 -0.0563 3.6614
H -0.4220 -0.5160 2.6390
H -1.4668 -1.7150 3.4088
H -0.9184 -0.2888 4.3052
H -4.7911 -1.1188 2.7132
H -5.9808 -2.0303 0.7580
H -4.9870 -1.7985 -1.4900
H -3.5206 -1.1297 -2.8493
H -0.6243 -1.3143 -1.9318
H -1.2337 -1.5907 -3.5682
H -1.7084 -2.6707 -2.2533
H -1.6446 1.1650 -2.1620
H -3.3570 1.3101 -2.5507
H -2.2249 0.7084 -3.7667
Cl 3.4143 2.8755 1.5178
Si 1.5712 1.9775 1.9168
Cl 0.4509 3.6845 2.4419
Cl 1.8681 1.0338 3.7390
*
```